{"formula": "CHIOS2", "method": "ωB97M-V/def2-TZVPD", "relative_energy_ev": 2.9627, "orbital_gap_ev": [6.6862, 7.7038], "fmax_ev_per_a": 2.0, "species": ["C", "O", "S", "S", "I", "H"], "coordinates": [[-0.55712, 0.51786, 0.17997], [3.15972, 3.08420, 0.00279], [0.47305, 1.91044, 0.28791], [2.48940, 1.75368, -0.21294], [-2.62973, 0.93669, -0.04514], [-0.34906, -0.57914, -0.05161]], "atomic_forces_ev_per_a": [[0.32, -0.57, -0.52], [-1.23, -1.30, 0.00], [-1.31, -0.36, 0.18], [1.02, 0.36, -0.18], [0.97, -0.06, 0.14], [0.23, 1.93, 0.40]], "lowdin_charge": [-1.0770, -0.6457, 0.4596, 0.5444, 0.7131, 0.0057]}


{"formula": "CHLiO2Zn", "method": "ωB97M-V/def2-TZVPD", "relative_energy_ev": 0.0730, "orbital_gap_ev": 9.2588, "fmax_ev_per_a": 6.7, "total_charge": 2, "species": ["H", "O", "C", "O", "Li", "Zn"], "coordinates": [[-0.08677, 0.03039, -0.67068], [-1.19408, -0.62289, 0.60562], [-0.78247, -0.87529, -0.55752], [-1.67679, -1.11764, -1.44371], [-1.10324, -1.52966, -3.18457], [-3.00275, -1.51540, 0.11756]], "atomic_forces_ev_per_a": [[1.22, -1.98, -1.06], [-0.92, -2.77, 0.63], [-1.32, 6.37, 1.45], [0.10, -2.27, -0.66], [0.07, -0.04, -0.67], [0.85, 0.70, 0.31]], "lowdin_charge": [0.2329, 0.0252, -0.3993, -0.1856, 0.8967, 1.4301]}


{"formula": "CHLiO3Tl", "method": "ωB97M-V/def2-TZVPD", "orbital_gap_ev": 6.2809, "fmax_ev_per_a": 2.0, "total_charge": -1, "species": ["O", "H", "C", "O", "O", "Tl", "Li"], "coordinates": [[0.22644, -0.07810, -2.08849], [2.18848, -0.02118, -0.94708], [0.56508, 0.90471, -1.42046], [1.55560, 0.55808, -0.48180], [-1.36041, -1.12536, 1.78309], [-2.77660, 0.13026, 2.59540], [-0.39858, -0.36840, 0.55933]], "atomic_forces_ev_per_a": [[0.31, 0.74, 0.06], [-0.32, -0.49, 0.20], [-1.66, -0.69, -0.82], [1.32, 0.31, 0.94], [-0.39, 0.66, 0.16], [0.25, -0.43, -0.07], [0.48, -0.11, -0.47]], "lowdin_charge": [-0.1784, 0.0539, -0.4794, -0.1831, -1.1455, 0.4831, 0.4493]}


{"formula": "CHN2O2P", "method": "ωB97M-V/def2-TZVPD", "relative_energy_ev": 1.7570, "orbital_gap_ev": [9.6827, 6.4252], "fmax_ev_per_a": 2.1, "species": ["C", "N", "N", "O", "O", "P", "H"], "coordinates": [[0.51810, 0.40308, 1.01711], [-0.26541, 0.09235, 0.21928], [-0.96101, -0.97927, -1.73989], [-0.45316, -2.03081, -1.62927], [-1.93210, -0.48565, -2.15877], [1.63333, 0.81448, 2.28821], [1.46024, 2.18583, 2.00333]], "atomic_forces_ev_per_a": [[-0.63, -0.28, -0.65], [0.47, 0.57, 1.25], [1.71, 1.19, -0.07], [-0.40, -1.37, -0.24], [-1.48, -0.30, -0.57], [0.25, 0.05, 0.22], [0.08, 0.14, 0.08]], "lowdin_charge": [-0.6219, 0.1088, -0.3281, 0.0865, 0.1027, 0.7996, -0.1476]}